No. 1
A 10-piece molecular cluster, C12H44O12 overall, computed with ωB97M-V with the def2-TZVPD basis set.

XYZ file:
```
68
Properties=species:S:1:pos:R:3:forces:R:3:lowdin_charge:R:1
C -0.9085 0.4646 2.3043 0.428 -1.296 0.050 -0.241
C -0.2152 0.3609 0.9183 -0.826 -0.352 1.669 -0.255
O -0.3304 1.6018 0.2939 0.278 0.498 -0.876 -0.064
O -0.0833 0.9811 3.3476 -0.279 -0.199 -0.505 -0.065
H -1.2160 -0.5433 2.5830 0.365 -0.198 0.389 0.110
H -1.8668 0.9834 2.2788 0.038 0.502 -0.477 0.113
H -0.7037 -0.4207 0.3365 -0.152 -0.129 -0.106 0.112
H 0.8216 0.0450 1.0338 0.092 0.365 0.084 0.121
H -1.2346 1.5798 -0.0278 -0.054 0.613 -0.274 0.087
H 0.1373 1.8813 3.0975 0.101 0.224 0.047 0.080
C 0.3806 -3.7401 -5.7505 0.816 1.237 -1.974 -0.247
C 1.4442 -4.1321 -6.7979 0.045 -1.288 1.145 -0.215
O 1.5072 -5.5892 -6.8704 0.067 1.194 -0.537 -0.079
O -0.8767 -4.0357 -6.3258 -0.656 -0.603 1.150 -0.064
H 0.4674 -2.6649 -5.5939 0.014 0.354 0.086 0.107
H 0.5569 -4.1623 -4.7612 -0.475 -0.641 -0.265 0.120
H 2.4373 -3.7295 -6.5986 0.114 0.074 0.342 0.107
H 1.1708 -3.7252 -7.7714 -0.223 -0.359 -0.069 0.113
H 1.7929 -5.8869 -6.0036 0.024 -0.072 0.052 0.074
H -0.9933 -3.5699 -7.1570 0.276 0.114 0.071 0.085
C 6.9163 -2.8356 -0.0407 -0.544 -0.164 -0.357 -0.183
O 8.2897 -2.9254 -0.2850 1.011 -0.151 0.445 -0.120
H 6.5885 -1.7971 -0.0859 -0.327 -0.004 -0.062 0.075
H 6.4028 -3.4697 -0.7635 -0.480 0.236 -0.154 0.073
H 6.6490 -3.2400 0.9355 0.469 0.088 0.109 0.079
H 8.5010 -2.5108 -1.1246 -0.129 -0.004 0.020 0.075
C 1.8826 5.9631 5.7149 0.375 0.961 0.057 -0.182
O 1.3216 5.6554 4.4773 -0.502 -0.707 -1.100 -0.127
H 2.7825 6.5363 5.4918 0.411 -0.016 0.657 0.076
H 1.1785 6.6266 6.2170 0.159 -0.167 0.777 0.076
H 2.1375 5.0676 6.2816 -0.251 0.092 -0.085 0.084
H 1.3563 6.4804 3.9876 -0.196 -0.185 -0.322 0.074
C 5.0230 4.0949 -0.0168 -0.080 0.666 0.287 -0.160
O 3.8792 4.7917 -0.5238 0.343 -0.518 -0.236 -0.125
H 5.8939 4.5823 -0.4550 -0.038 -0.003 0.094 0.076
H 5.0504 4.2132 1.0664 0.221 -0.015 0.127 0.071
H 5.1057 3.0284 -0.2263 -0.446 -0.065 -0.345 0.070
H 3.0849 4.2870 -0.3338 -0.021 -0.075 0.077 0.068
C -3.1516 0.9131 8.6853 0.601 1.521 -1.089 -0.177
O -1.8722 0.4048 8.4731 1.448 -1.797 0.675 -0.133
H -3.6699 0.8344 7.7297 -0.863 -0.058 0.342 0.075
H -3.6613 0.4630 9.5372 0.225 -0.246 -0.288 0.083
H -2.9465 1.9666 8.8756 -1.004 0.402 0.336 0.073
H -1.4568 0.7256 7.6693 -0.397 0.175 0.006 0.078
C -3.3160 -6.1710 1.2240 -0.838 0.679 -0.356 -0.191
O -2.3855 -6.8023 2.0533 0.581 -0.381 -0.028 -0.109
H -3.7768 -6.7684 0.4374 0.210 -0.570 0.046 0.074
H -4.1402 -5.7704 1.8141 -0.122 0.210 0.057 0.072
H -2.8472 -5.3457 0.6880 0.241 0.033 0.290 0.077
H -2.6946 -7.6806 2.2870 -0.072 0.032 -0.013 0.077
C 4.0241 1.3649 -5.1774 0.322 0.567 0.017 -0.182
O 3.4223 1.1334 -6.4128 -0.722 -0.569 -1.049 -0.125
H 4.7268 0.5670 -4.9372 -0.047 -0.027 0.423 0.076
H 4.5564 2.3124 -5.2612 0.253 0.124 0.553 0.075
H 3.2222 1.4652 -4.4459 0.237 -0.151 0.119 0.082
H 4.0987 0.8648 -7.0389 -0.049 0.049 -0.060 0.074
C -7.6811 0.8545 2.2235 0.522 -0.667 -0.026 -0.157
O -6.9824 -0.3849 2.1855 0.034 -0.440 -0.196 -0.138
H -6.9422 1.6222 2.4535 -0.418 0.458 0.124 0.073
H -8.0863 1.0072 1.2232 -0.059 0.124 0.156 0.078
H -8.4809 0.7735 2.9596 -0.111 0.510 -0.046 0.076
H -6.8226 -0.6733 3.0871 0.039 0.013 -0.009 0.068
C -4.5553 1.8017 -4.2002 0.034 0.885 0.650 -0.150
O -4.3405 2.0829 -2.8142 0.330 -0.199 0.254 -0.141
H -5.3787 1.0919 -4.2792 0.137 -0.047 -0.422 0.075
H -4.7799 2.7546 -4.6793 -0.284 -0.216 -0.455 0.074
H -3.6197 1.4504 -4.6354 -0.174 -0.326 0.088 0.076
H -4.7926 2.8959 -2.5771 -0.022 -0.099 -0.092 0.065
```
Positions in Å, forces in eV/Å.

Values from the calculation:
Kohn-Sham gap = 0.374 Ha
highest occupied orbital energy = -9.96 eV
SMILES = OCCO.OCCO.CO.CO.CO.CO.CO.CO.CO.CO
LUMO = 0.0078 Ha
DFT total energy = -1386.21290 Eh

No. 2
A 12-piece molecular cluster, C12H48N24O12 overall, computed with ωB97M-V with the def2-TZVPD basis set.

XYZ file:
```
96
Properties=species:S:1:pos:R:3:forces:R:3:lowdin_charge:R:1
C -1.5058 0.5314 -3.3128 0.319 -1.127 -0.917 -0.654
O -1.3933 0.0892 -2.1758 -0.204 0.515 0.022 -0.002
N -0.9000 1.6586 -3.7622 -0.272 -0.159 0.812 0.165
N -2.0982 -0.1570 -4.3363 -0.641 -0.547 0.283 0.171
H -0.3735 2.1558 -3.0666 0.002 0.419 -0.477 0.097
H -1.1445 1.9635 -4.6823 0.395 0.665 0.072 0.100
H -2.6655 -0.9670 -4.1456 0.146 0.020 0.309 0.117
H -2.1570 0.1806 -5.2778 0.105 0.206 0.015 0.096
C 2.3245 1.0765 -4.4073 2.008 -1.915 1.392 -0.675
O 2.7778 0.6548 -3.3297 -0.783 0.253 -0.162 -0.023
N 2.0051 2.3891 -4.5510 -0.106 0.119 -0.018 0.143
N 2.2849 0.3011 -5.5117 -0.917 2.362 -0.393 0.187
H 1.8220 2.8400 -3.6724 0.113 0.400 -0.249 0.100
H 1.6109 2.7118 -5.4156 -0.137 0.343 0.219 0.094
H 2.2865 -0.7227 -5.5430 -0.135 -0.273 -0.005 0.053
H 1.7661 0.8763 -6.1578 0.021 -1.280 -1.128 0.091
C -4.1782 2.5993 -0.7055 -1.355 -0.270 1.155 -0.655
O -4.9279 1.7766 -0.1637 0.316 0.354 -0.712 -0.011
N -4.6509 3.8250 -1.0854 -0.532 0.107 -0.191 0.156
N -2.8799 2.4018 -0.9052 1.145 0.420 -0.381 0.194
H -5.6403 3.8774 -1.2544 0.018 0.074 0.200 0.106
H -4.0898 4.5963 -1.3947 0.155 -0.171 -0.119 0.095
H -2.3741 1.6317 -0.5013 -0.271 -0.023 -0.025 0.082
H -2.3698 3.1878 -1.2678 0.356 -0.276 0.037 0.105
C 1.2737 -0.2051 0.4218 0.566 1.578 -1.511 -0.638
O 2.1525 -0.6738 1.1454 -0.523 -0.072 0.126 -0.008
N 1.2368 -0.3453 -0.9318 1.106 -1.463 0.533 0.181
N 0.3243 0.6909 0.7807 -0.285 0.052 0.896 0.193
H 0.7115 0.2869 -1.4980 -0.009 -0.118 -0.218 0.056
H 1.9767 -0.9079 -1.3198 -0.204 0.149 -0.330 0.093
H 0.2383 1.0208 1.7300 -0.275 -0.087 -0.024 0.063
H -0.4649 0.7336 0.1586 -0.120 0.152 0.305 0.071
C 1.0679 4.9748 4.3689 0.991 3.141 0.162 -0.702
O 1.5577 5.9804 4.8960 0.053 -0.853 -0.128 -0.010
N 1.7397 4.2966 3.3813 -0.313 -0.826 0.275 0.151
N -0.1941 4.5935 4.5932 -0.107 -2.009 -0.751 0.166
H 2.6385 4.6280 3.0890 -0.033 0.112 0.116 0.100
H 1.3025 3.5183 2.9126 0.085 0.094 -0.142 0.070
H -0.3824 3.7156 4.1231 -1.068 0.171 0.212 0.047
H -0.8621 5.0684 5.1640 0.308 0.175 0.190 0.110
C -0.3367 -3.9271 -2.4830 -1.443 -0.221 0.611 -0.690
O -0.3660 -5.1348 -2.2606 0.585 0.408 -0.205 0.009
N -0.8236 -3.0039 -1.6194 0.014 -0.294 0.666 0.170
N 0.0390 -3.4108 -3.6796 0.698 -0.194 -1.290 0.148
H -0.8652 -2.0191 -1.8108 0.166 0.030 -0.077 0.043
H -1.0355 -3.3011 -0.6704 0.000 0.144 -0.133 0.060
H 0.2849 -4.0675 -4.3995 -0.030 0.077 0.085 0.087
H 0.0120 -2.4444 -3.9455 -0.029 0.057 0.253 0.076
C 2.9262 -2.9584 -4.7026 0.288 1.212 -1.056 -0.669
O 2.2420 -2.4898 -5.6358 -0.195 0.199 1.008 -0.036
N 3.2236 -4.2567 -4.6838 0.232 -1.012 0.183 0.174
N 3.5316 -2.1973 -3.7469 -0.489 -0.464 -0.782 0.189
H 4.0126 -4.5880 -4.1601 -0.275 -0.342 0.111 0.108
H 2.6956 -4.8655 -5.2819 0.300 -0.061 -0.089 0.115
H 3.1707 -1.2596 -3.6037 0.441 0.169 0.367 0.052
H 4.0670 -2.7013 -3.0663 -0.162 0.376 0.542 0.089
C -4.5378 -0.8585 2.0816 -0.103 -2.441 1.158 -0.692
O -4.5046 -1.8309 2.8462 0.369 0.830 -0.228 -0.003
N -5.4414 0.1283 2.2237 -0.162 2.094 -0.737 0.146
N -3.7497 -0.6898 0.9918 -0.044 0.499 -0.402 0.187
H -5.2588 0.8957 1.5888 -0.668 0.145 0.066 0.046
H -6.1605 0.2481 2.9088 0.035 -0.750 0.172 0.111
H -2.8154 -1.0616 0.9464 -0.199 -0.625 -0.087 0.082
H -4.1159 -0.0517 0.2934 0.565 -0.043 0.075 0.066
C -1.1683 -2.7924 2.3079 -0.919 0.483 -0.036 -0.651
O -1.5319 -3.0090 1.1452 -0.104 -0.227 0.167 -0.021
N -1.9358 -3.1485 3.3847 0.887 -0.320 -0.462 0.166
N -0.0542 -2.0819 2.5591 -0.673 -0.858 -0.107 0.189
H -2.8629 -3.4700 3.1683 -0.149 0.302 0.177 0.086
H -1.7148 -2.7282 4.2683 -0.317 -0.148 0.126 0.092
H 0.1517 -1.7718 3.4954 0.607 0.324 -0.422 0.063
H 0.3854 -1.7968 1.7019 0.634 0.106 0.698 0.071
C -1.9881 1.8388 3.0814 -0.895 -1.094 -0.789 -0.647
O -1.0015 2.4573 2.6642 0.605 -0.018 0.702 -0.043
N -3.2373 2.2946 2.7940 0.125 0.612 0.181 0.172
N -1.9742 0.6099 3.6583 0.671 0.757 0.061 0.208
H -4.0582 1.7696 3.0422 -0.053 0.129 0.029 0.071
H -3.2872 3.2708 2.5613 -0.255 -0.089 -0.126 0.109
H -1.0762 0.2474 3.9808 -0.232 -0.138 -0.044 0.057
H -2.8346 0.2226 4.0041 0.060 -0.203 0.042 0.101
C 1.3906 0.6628 4.5482 1.311 0.913 1.627 -0.649
O 0.5757 -0.2602 4.6118 0.075 0.070 -0.687 -0.023
N 2.4641 0.7519 3.7218 -1.252 -1.789 -0.336 0.191
N 1.3675 1.6433 5.4850 -0.621 0.523 0.372 0.170
H 3.0963 1.5228 3.6568 0.000 0.065 0.097 0.100
H 2.5616 -0.1052 3.1897 0.507 0.477 -0.622 0.094
H 2.0940 2.3273 5.5904 -0.049 0.065 -0.177 0.099
H 0.5590 1.7199 6.0766 0.080 -0.072 0.013 0.110
C 4.7728 -2.8541 0.5105 -1.175 -0.797 -0.921 -0.689
O 4.0239 -3.3273 1.3518 0.976 0.061 0.147 0.033
N 4.6221 -1.5756 0.0748 -0.678 0.410 0.861 0.143
N 5.6359 -3.6081 -0.2610 -0.559 0.512 0.662 0.134
H 3.7973 -1.1694 0.5269 0.287 0.442 -0.452 0.055
H 5.1714 -1.0900 -0.6059 0.101 -0.039 0.022 0.089
H 5.8992 -4.4910 0.1386 0.421 0.012 -0.418 0.099
H 6.1165 -3.0676 -0.9530 0.772 -0.677 -0.045 0.076
```
Positions in Å, forces in eV/Å.

Values from the calculation:
Kohn-Sham gap = 0.292 Ha
highest occupied orbital energy = -8.53 eV
SMILES = NC(N)=O.NC(N)=O.NC(N)=O.NC(N)=O.NC(N)=O.NC(N)=O.NC(N)=O.NC(N)=O.NC(N)=O.NC(N)=O.NC(N)=O.NC(N)=O
LUMO = -0.0209 Ha
DFT total energy = -2703.58241 Eh

Energy relative to the best compared isomer or geometry (same formula, charge and spin) readings, ordered: 2.677, 2.138 eV